[1]
Molecular formula: C41H27BrIN9O3RbS
Method: DFT, ωB97M-V/def2-TZVPD

Values from the calculation:
HOMO	-4.4	eV
frontier orbital gap	5.50	eV
net charge	-1
ΔE to the lowest compared entry with this formula, charge and spin	10.9	kJ/mol

Element x y z (Å)
Rb -0.411 0.201 -0.254
C -2.562 3.446 -3.117
C -3.440 2.326 -2.647
N -4.728 2.527 -2.561
C -5.522 1.516 -2.135
C -5.045 0.285 -1.774
C -6.011 -0.779 -1.321
O -6.006 -1.959 -2.122
C -3.656 0.029 -1.864
C -3.118 -1.234 -1.364
N -2.104 -1.941 -1.710
C -1.376 -1.779 -2.894
C -1.937 -1.327 -4.093
C -1.202 -1.291 -5.261
C 0.126 -1.699 -5.270
C 0.700 -2.173 -4.101
C -0.052 -2.229 -2.936
I 0.833 -3.052 -1.229
C -2.792 1.069 -2.313
O -1.533 0.957 -2.392
H -3.177 4.231 -3.553
H -1.989 3.863 -2.284
H -1.831 3.082 -3.841
H -6.587 1.721 -2.108
H -5.837 -1.034 -0.267
H -7.025 -0.387 -1.396
H -5.112 -2.316 -2.146
H -3.641 -1.640 -0.493
H -2.967 -0.996 -4.090
H -1.667 -0.930 -6.170
H 0.709 -1.666 -6.182
H 1.726 -2.516 -4.092
Br -8.672 1.394 6.010
C -6.925 2.127 6.159
C -6.242 2.022 7.355
C -4.972 2.574 7.459
C -4.375 3.193 6.369
C -5.089 3.303 5.175
C -6.362 2.774 5.068
N -3.142 3.889 6.583
N -2.139 3.767 5.842
C -1.912 2.730 4.933
C -2.304 1.400 5.087
C -1.975 0.424 4.174
C -1.251 0.702 2.981
O -1.042 -0.161 2.096
C -0.739 2.083 2.854
N 0.029 2.363 1.771
C 0.508 3.575 1.636
C 0.260 4.607 2.558
C -0.528 4.349 3.642
C -1.062 3.053 3.830
H -6.697 1.526 8.202
H -4.429 2.523 8.395
H -4.638 3.797 4.324
H -6.911 2.859 4.141
H -2.854 1.111 5.972
H -2.284 -0.602 4.327
H 1.120 3.762 0.758
H 0.684 5.590 2.394
H -0.757 5.115 4.370
S 8.099 1.217 -0.171
N 7.108 0.689 0.993
C 5.897 0.632 0.468
C 4.693 0.204 1.158
C 4.676 -0.184 2.498
C 3.482 -0.570 3.061
C 2.334 -0.568 2.264
N 2.342 -0.209 0.993
C 3.492 0.185 0.442
C 3.447 0.619 -0.977
N 2.256 0.600 -1.581
C 2.169 0.996 -2.839
C 3.272 1.432 -3.578
C 4.505 1.453 -2.967
C 4.605 1.041 -1.637
C 5.855 1.037 -0.897
N 7.034 1.393 -1.375
H 5.597 -0.170 3.067
H 3.420 -0.867 4.099
H 1.366 -0.853 2.664
H 1.175 0.965 -3.277
H 3.147 1.746 -4.605
H 5.394 1.783 -3.488

***

[2]
Molecular formula: C6H16BrO6S2
Method: DFT, ωB97M-V/def2-TZVPD

Values from the calculation:
HOMO	-4.1	eV
frontier orbital gap	6.75	eV
net charge	-1
ΔE to the lowest compared entry with this formula, charge and spin	96.3	kJ/mol

Element x y z (Å)
Br -1.101 -1.310 -0.675
O 0.890 -3.832 -1.994
S 2.166 -3.290 -2.246
O 3.337 -4.031 -1.864
O 2.228 -3.050 -3.825
C 3.514 -2.885 -4.414
C 3.416 -1.871 -5.539
C 2.312 -1.655 -1.633
H 3.905 -3.839 -4.777
H 4.246 -2.547 -3.672
H 2.586 -2.140 -6.191
H 4.319 -1.953 -6.152
H 3.348 -0.855 -5.159
H 3.046 -1.125 -2.235
H 2.525 -1.767 -0.575
H 1.343 -1.172 -1.787
O -2.189 3.585 0.956
S -1.934 2.851 2.143
O -0.651 2.934 2.778
O -3.012 3.371 3.213
C -2.748 3.062 4.595
C -4.094 2.941 5.296
C -2.408 1.172 1.943
H -2.232 3.929 5.012
H -2.123 2.179 4.692
H -3.926 2.750 6.356
H -4.682 2.134 4.859
H -4.662 3.863 5.185
H -2.006 0.838 0.983
H -3.489 1.133 2.015
H -1.921 0.579 2.713

***

[3]
Molecular formula: C6H21NO8V
Method: DFT, ωB97M-V/def2-TZVPD

Values from the calculation:
HOMO (alpha / beta)	-12.1 / -12.1	eV
frontier orbital gap (alpha / beta)	6.84 / 8.63	eV
2S+1	3
<S²>	2.1023
net charge	+1

Element x y z (Å)
V 0.293 0.057 -0.373
N -0.049 1.225 -3.532
O -0.580 0.551 -4.398
O 0.118 0.742 -2.357
O 0.449 2.328 -3.780
C -2.346 0.780 2.858
C -2.515 0.978 1.347
O -1.419 0.755 0.526
H -1.634 1.542 3.179
H -2.015 -0.236 3.061
H -3.309 0.952 3.333
H -2.918 1.983 1.203
H -3.266 0.237 1.036
C 1.259 3.044 -0.590
O 1.372 1.814 0.174
H 1.384 3.878 0.099
H 1.969 3.029 -1.414
H 0.274 3.158 -1.035
H 2.098 1.976 0.781
C 0.074 -1.722 2.220
O 0.978 -0.903 1.420
H 0.536 -2.688 2.420
H -0.070 -1.202 3.165
H -0.865 -1.853 1.696
H 1.813 -0.947 1.897
C -1.967 -1.966 -1.193
O -0.560 -1.762 -0.928
H -2.184 -2.361 -2.182
H -2.342 -2.701 -0.471
H -2.606 -1.124 -0.940
H -0.183 -2.469 -1.469
C 3.144 -1.435 -0.718
O 2.201 -0.473 -1.242
H 3.715 -1.845 -1.550
H 3.889 -0.991 -0.052
H 2.640 -2.207 -0.144
H 2.623 -0.144 -2.045

***

[4]
Molecular formula: C42H52N8O4S6TeTi
Method: DFT, ωB97M-V/def2-TZVPD

Values from the calculation:
HOMO (alpha / beta)	0.1 / -2.2	eV
frontier orbital gap (alpha / beta)	3.79 / 6.13	eV
2S+1	3
<S²>	2.0364
net charge	-2
ΔE to the lowest compared entry with this formula, charge and spin	89.6	kJ/mol

Element x y z (Å)
Ti 0.929 0.613 -0.032
O 2.303 1.882 4.093
C 2.204 0.639 4.629
C 2.329 0.508 6.009
C 2.269 -0.746 6.599
C 2.089 -1.877 5.812
C 1.967 -1.744 4.434
C 2.017 -0.497 3.826
C 1.898 -0.331 2.365
O 1.272 0.754 1.905
N 2.496 -1.159 1.584
N 2.343 -0.770 0.261
C 3.196 -1.305 -0.664
C 3.367 -0.742 -1.954
C 4.235 -1.344 -2.897
C 4.531 -0.743 -4.110
C 3.971 0.494 -4.423
C 3.104 1.109 -3.512
C 2.774 0.521 -2.302
O 1.972 1.159 -1.444
H 1.995 1.827 3.163
H 2.476 1.408 6.599
H 2.365 -0.839 7.676
H 2.034 -2.858 6.271
H 1.815 -2.612 3.802
H 3.851 -2.107 -0.346
H 4.681 -2.300 -2.640
H 5.209 -1.226 -4.808
H 4.212 0.987 -5.359
H 2.679 2.087 -3.725
C -2.259 4.242 1.043
N -2.583 2.822 1.091
C -2.876 2.234 -0.211
C -2.063 1.998 2.062
N -1.842 0.761 1.776
C -1.964 -0.273 2.717
C -2.897 -0.165 3.769
C -3.157 -1.178 4.678
C -2.500 -2.390 4.542
C -1.638 -2.555 3.470
C -1.357 -1.548 2.529
N -0.466 -1.920 1.495
C -0.866 -2.891 0.744
N 0.000 -3.808 0.215
C 1.346 -3.959 0.728
C -0.327 -4.680 -0.892
N -2.205 -3.099 0.360
C -2.870 -4.303 0.809
C -3.080 -1.941 0.261
N -1.816 2.635 3.277
C -2.813 3.475 3.899
C -0.792 2.136 4.173
H -1.870 4.495 0.058
H -1.488 4.486 1.769
H -3.148 4.857 1.231
H -3.642 2.838 -0.706
H -1.979 2.190 -0.830
H -3.233 1.216 -0.077
H -3.469 0.751 3.842
H -3.867 -1.016 5.483
H -2.673 -3.203 5.238
H -1.141 -3.510 3.328
H 1.579 -3.156 1.416
H 2.060 -3.918 -0.099
H 1.456 -4.930 1.235
H -1.265 -4.379 -1.349
H -0.393 -5.726 -0.563
H 0.457 -4.613 -1.653
H -2.148 -5.106 0.958
H -3.602 -4.631 0.060
H -3.398 -4.136 1.757
H -2.483 -1.062 0.026
H -3.637 -1.758 1.188
H -3.793 -2.119 -0.551
H -3.680 3.584 3.252
H -2.418 4.472 4.128
H -3.143 3.023 4.844
H -0.099 1.519 3.610
H -1.204 1.535 4.989
H -0.245 2.982 4.601
Te -0.205 -1.593 -2.596
C -0.409 -2.301 -4.639
C 0.634 -2.236 -5.570
C 0.476 -2.713 -6.869
C -0.736 -3.264 -7.274
C -1.792 -3.320 -6.370
C -1.626 -2.837 -5.074
H 1.587 -1.807 -5.267
H 1.304 -2.660 -7.567
H -0.854 -3.647 -8.281
H -2.745 -3.739 -6.674
H -2.458 -2.877 -4.375
C -2.331 1.110 -3.610
S -0.570 1.485 -3.472
C -0.421 2.366 -5.045
O -0.438 0.054 -0.778
H -2.903 2.037 -3.710
H -2.605 0.591 -2.691
H -2.514 0.454 -4.463
H -0.654 1.694 -5.875
H 0.614 2.698 -5.133
H -1.079 3.240 -5.060
C 3.986 4.642 0.920
S 3.984 3.684 -0.620
C 2.504 4.272 -1.365
C 1.241 3.989 -0.969
S 0.743 3.140 0.457
S 0.014 4.722 -1.996
C 1.023 5.551 -3.104
S 0.457 6.509 -4.333
S 2.683 5.253 -2.800
H 4.820 4.265 1.515
H 3.048 4.467 1.444
H 4.127 5.702 0.709

***

[5]
Molecular formula: C23H24N8O7RuS
Method: DFT, ωB97M-V/def2-TZVPD

Values from the calculation:
HOMO (alpha / beta)	-14.1 / -14.4	eV
frontier orbital gap (alpha / beta)	7.31 / 5.96	eV
2S+1	5
<S²>	6.0373
net charge	+2

Element x y z (Å)
Ru 0.087 0.738 -0.059
C 0.461 5.184 0.905
C 0.310 3.703 0.855
N 0.563 2.978 -0.181
N 0.967 3.552 -1.335
C 1.115 2.724 -2.315
N 1.529 3.146 -3.510
S 0.809 0.966 -2.206
C -0.170 2.938 2.032
C -0.377 3.529 3.267
C -0.827 2.756 4.328
C -1.061 1.404 4.132
C -0.843 0.876 2.873
N -0.415 1.620 1.851
H 0.913 5.546 -0.012
H 1.086 5.477 1.749
H -0.515 5.656 1.031
H 1.772 4.118 -3.629
H 1.645 2.517 -4.285
H -0.187 4.583 3.404
H -0.990 3.209 5.297
H -1.406 0.764 4.930
H -1.008 -0.176 2.675
C -3.403 -3.544 -1.164
N -2.089 -2.916 -0.861
C -1.442 -2.420 -2.107
C -2.143 -1.868 0.237
C -2.678 -0.538 -0.217
C -4.061 -0.392 -0.325
C -4.635 0.781 -0.790
C -3.825 1.844 -1.155
C -2.449 1.739 -1.027
C -1.867 0.567 -0.541
H -3.244 -4.346 -1.881
H -4.066 -2.798 -1.595
H -3.828 -3.948 -0.249
H -1.462 -3.639 -0.478
H -2.107 -1.713 -2.596
H -1.253 -3.270 -2.758
H -0.506 -1.935 -1.843
H -1.122 -1.809 0.607
H -2.773 -2.293 1.018
H -4.704 -1.210 -0.024
H -5.711 0.862 -0.865
H -4.261 2.760 -1.529
H -1.835 2.589 -1.301
O 6.092 -4.578 -0.431
N 6.043 -3.382 -0.259
O 6.974 -2.649 -0.026
C 4.694 -2.795 -0.133
C 4.571 -1.459 0.158
C 3.302 -0.905 0.274
C 2.118 -1.666 0.106
O 0.907 -1.201 0.120
C 2.343 -3.037 -0.178
C 3.586 -3.603 -0.328
N 1.173 -3.873 -0.425
O 1.141 -4.523 -1.441
O 0.249 -3.805 0.379
N 3.245 0.507 0.595
O 2.157 0.995 0.972
O 4.247 1.161 0.551
H 5.455 -0.853 0.296
H 3.705 -4.648 -0.582

***

[6]
Molecular formula: C19H19AuN4O5
Method: DFT, ωB97M-V/def2-TZVPD

Values from the calculation:
HOMO (alpha / beta)	-7.6 / -7.6	eV
frontier orbital gap (alpha / beta)	5.50 / 5.50	eV
net charge	0
ΔE to the lowest compared entry with this formula, charge and spin	60.2	kJ/mol

Element x y z (Å)
Au -0.176 0.464 -0.358
C -0.902 2.324 -4.083
O 0.397 2.330 -4.664
C 1.454 1.778 -4.065
C 2.715 2.051 -4.661
C 3.851 1.547 -4.132
C 3.803 0.760 -2.965
C 2.598 0.459 -2.352
C 2.628 -0.275 -1.110
N 1.684 -0.372 -0.239
N 1.931 -1.099 0.906
C 1.135 -0.792 1.866
O 0.182 0.079 1.800
C 1.354 -1.492 3.151
C 0.476 -1.247 4.207
C 0.647 -1.893 5.413
C 1.690 -2.785 5.582
C 2.566 -3.031 4.535
C 2.405 -2.390 3.325
C 1.370 0.882 -2.941
O 0.215 0.432 -2.570
H -1.464 3.043 -4.679
H -0.872 2.625 -3.037
H -1.335 1.325 -4.165
H 2.735 2.684 -5.536
H 4.805 1.772 -4.584
H 4.731 0.409 -2.532
H 3.577 -0.746 -0.851
H -0.332 -0.548 4.059
H -0.036 -1.700 6.226
H 1.822 -3.291 6.528
H 3.382 -3.726 4.668
H 3.082 -2.574 2.506
C -4.328 -0.700 1.239
C -3.110 -0.330 0.465
N -2.116 -1.105 0.335
O -2.242 -2.282 1.011
C -3.062 0.959 -0.168
C -4.331 1.728 -0.387
N -1.924 1.449 -0.531
O -1.769 2.579 -1.088
H -4.062 -1.378 2.054
H -5.038 -1.214 0.594
H -4.813 0.181 1.638
H -1.378 -2.675 0.916
H -5.121 1.076 -0.745
H -4.146 2.515 -1.114
H -4.678 2.196 0.532

***

[7]
Molecular formula: C3H4N2O
Method: DFT, ωB97M-V/def2-TZVPD

Values from the calculation:
HOMO	-8.0	eV
frontier orbital gap	8.09	eV
net charge	0
ΔE to the lowest compared entry with this formula, charge and spin	520.1	kJ/mol

Element x y z (Å)
N -1.903 -0.218 1.226
C -0.855 -0.065 0.555
O -0.411 -0.917 -0.352
C 0.821 -0.671 -1.017
C 1.417 0.649 -0.580
N 0.806 1.281 0.267
H -2.084 0.547 1.870
H 0.053 1.530 0.903
H 0.638 -0.656 -2.095
H 1.518 -1.480 -0.778

***

[8]
Molecular formula: C7H9N3
Method: DFT, ωB97M-V/def2-TZVPD

Values from the calculation:
structure (SMILES)	C/N=N/Nc1ccccc1
HOMO	-8.5	eV
frontier orbital gap	9.23	eV
net charge	0
ΔE to the lowest compared entry with this formula, charge and spin	600.4	kJ/mol

Element x y z (Å)
C 2.808 2.211 2.046
C -0.571 -0.235 -0.154
C 0.345 -0.647 -1.115
C -0.211 -1.392 -2.150
C -1.477 -1.887 -2.143
C -2.421 -1.548 -1.128
C -1.815 -0.637 -0.024
H 3.313 2.239 1.171
H 3.283 1.530 2.997
H 2.729 3.150 2.089
H -0.487 0.827 1.705
H 1.351 -0.195 -1.187
H 0.172 -1.568 -3.084
H -1.709 -2.528 -2.915
H -3.597 -1.700 -1.030
H -2.455 -0.299 1.075
N 1.373 1.764 1.904
N 1.187 0.971 0.994
N -0.066 0.603 0.986

***

[9]
Molecular formula: C5H10O2
Method: DFT, ωB97M-V/def2-TZVPD

Values from the calculation:
structure (SMILES)	O=CCCO.C=C
HOMO	-9.9	eV
frontier orbital gap	10.72	eV
net charge	0
ΔE to the lowest compared entry with this formula, charge and spin	246.3	kJ/mol

Element x y z (Å)
O 2.054 -0.258 0.927
C 1.352 -0.722 -0.209
C 0.061 -1.363 0.292
C -0.429 2.179 0.555
C -1.574 1.809 -0.009
O -1.933 -1.304 -1.058
C -0.828 -1.752 -0.860
H 2.819 0.245 0.620
H 1.108 0.106 -0.892
H 1.946 -1.462 -0.768
H -0.473 -0.668 0.946
H 0.226 1.476 1.070
H -0.092 3.212 0.523
H -2.208 2.528 -0.525
H -1.930 0.781 -0.004
H -0.398 -2.495 -1.566
H 0.313 -2.260 0.873